1.
{"formula": "C18H19MnN3O4", "method": "the ωB97M-V functional and the def2-TZVPD basis", "lumo_ha": [0.0132, 0.0036], "homo_lumo_gap_ev": [7.576, 7.502], "molar_mass_g_mol": 396.30, "multiplicity": 6, "e_tot_ev": -62955.63653, "symbols": ["Mn", "C", "O", "C", "C", "C", "C", "C", "C", "N", "N", "C", "O", "C", "C", "C", "C", "C", "C", "C", "O", "H", "H", "H", "H", "H", "H", "H", "H", "H", "H", "H", "H", "C", "N", "C", "C", "O", "H", "H", "H", "H", "H", "H", "H"], "positions_angstrom": [[1.631, 0.176, 0.647], [3.614, -3.505, 1.444], [2.612, -4.450, 1.149], [1.305, -4.071, 1.014], [0.411, -5.132, 0.949], [-0.951, -4.917, 0.818], [-1.434, -3.627, 0.770], [-0.573, -2.524, 0.801], [-1.157, -1.214, 0.854], [-0.522, -0.097, 0.618], [-1.188, 1.065, 0.780], [-0.405, 2.099, 1.023], [0.861, 1.958, 1.220], [-1.009, 3.441, 1.067], [-0.188, 4.565, 0.968], [-0.734, 5.834, 0.979], [-2.104, 6.003, 1.108], [-2.925, 4.891, 1.211], [-2.387, 3.618, 1.191], [0.846, -2.729, 0.893], [1.679, -1.726, 0.888], [4.503, -4.101, 1.649], [3.363, -2.904, 2.323], [3.807, -2.841, 0.597], [0.814, -6.130, 1.025], [-1.626, -5.758, 0.791], [-2.498, -3.454, 0.693], [-2.189, -1.153, 1.198], [0.879, 4.413, 0.880], [-0.092, 6.697, 0.879], [-2.528, 6.997, 1.135], [-3.993, 5.022, 1.302], [-3.020, 2.749, 1.280], [0.556, -1.240, -2.534], [0.607, 0.168, -2.855], [-0.450, 0.664, -3.694], [1.422, 0.983, -2.183], [2.241, 0.608, -1.331], [0.624, -1.832, -3.447], [-0.373, -1.480, -2.013], [1.399, -1.478, -1.884], [-0.443, 0.152, -4.658], [-0.325, 1.729, -3.863], [-1.417, 0.488, -3.218], [1.359, 2.044, -2.465]], "nbo_charge": [1.60, -0.23, -0.52, 0.29, -0.24, -0.25, -0.19, -0.21, 0.12, -0.44, -0.45, 0.55, -0.86, -0.05, -0.21, -0.21, -0.21, -0.22, -0.19, 0.31, -0.89, 0.18, 0.18, 0.18, 0.22, 0.21, 0.21, 0.18, 0.23, 0.21, 0.21, 0.21, 0.23, -0.44, -0.38, -0.40, 0.56, -0.75, 0.21, 0.22, 0.25, 0.21, 0.22, 0.21, 0.15]}

=====

2.
{"formula": "C6H13O2", "method": "the ωB97M-V functional and the def2-TZVPD basis", "e_above_lowest_kcal_mol": 0.00, "lumo_ha": -0.1713, "homo_lumo_gap_ev": 10.905, "molar_mass_g_mol": 117.17, "multiplicity": 1, "e_tot_ev": -10520.85580, "charge": 1, "symbols": ["C", "C", "C", "C", "C", "C", "O", "O", "H", "H", "H", "H", "H", "H", "H", "H", "H", "H", "H", "H", "H"], "positions_angstrom": [[0.500, 1.644, -0.527], [-0.970, 1.204, -0.657], [1.196, 0.382, -0.267], [-0.967, -0.277, -0.214], [-1.541, -0.513, 1.179], [-1.557, -1.235, -1.237], [4.093, -0.483, -0.148], [0.457, -0.600, -0.109], [0.901, 2.158, -1.407], [0.674, 2.329, 0.314], [-1.636, 1.797, -0.034], [-1.307, 1.288, -1.691], [2.280, 0.234, -0.207], [4.387, -1.374, -0.355], [-1.298, -1.519, 1.511], [-2.622, -0.409, 1.154], [-1.130, 0.194, 1.897], [-2.618, -1.033, -1.357], [-1.435, -2.262, -0.904], [-1.068, -1.122, -2.203], [4.897, 0.032, -0.023]], "nbo_charge": [-0.55, -0.44, 0.52, 0.27, -0.64, -0.63, -0.97, -0.33, 0.29, 0.29, 0.25, 0.24, 0.27, 0.50, 0.24, 0.25, 0.22, 0.25, 0.24, 0.23, 0.50]}